ORCA calculation (ωB97M-V/def2-TZVPD) on 7 unconnected molecules or ions with the total composition C51H112N6O7 in a non-equilibrium geometry.

Positions of all 176 atoms, in Å:
C (-0.35913, 2.22563, -1.25099)
C (-0.06121, 0.88986, -0.59872)
C (0.28364, 1.08298, 0.91439)
O (0.47660, -0.20435, 1.51357)
C (1.03069, -0.16262, 2.81472)
N (-1.23717, 0.12451, -0.81367)
H (0.52472, 2.86352, -1.25335)
H (-1.16260, 2.62255, -0.63052)
H (-0.75427, 2.22580, -2.26684)
H (0.86581, 0.49365, -1.01317)
H (-0.46982, 1.54317, 1.55362)
H (1.22221, 1.61207, 0.74924)
H (0.50595, 0.46858, 3.53189)
H (2.05520, 0.20867, 2.83966)
H (1.04674, -1.16975, 3.23132)
H (-1.97335, 0.77466, -0.57819)
H (-1.41649, -0.64879, -0.18920)
C (1.93581, 0.33276, -6.03013)
C (2.82547, 1.38953, -5.29946)
C (2.39252, 1.46472, -3.87697)
C (3.51228, 2.11563, -2.92842)
C (4.82544, 1.34567, -3.27392)
C (5.29172, 1.42755, -4.80095)
N (4.17334, 0.88021, -5.50976)
O (4.43123, 0.79418, -6.89828)
C (5.72826, 2.93541, -5.14273)
C (6.48087, 0.47329, -4.88966)
C (2.55597, 2.80208, -5.87381)
H (0.90239, 0.66271, -6.13628)
H (1.73692, -0.63608, -5.57200)
H (2.22801, 0.07095, -7.04707)
H (1.51566, 2.09670, -3.73625)
H (2.08005, 0.52287, -3.42598)
H (3.28715, 1.96938, -1.87201)
H (3.67174, 3.12703, -3.30224)
H (4.88474, 0.31302, -2.93011)
H (5.58011, 1.81587, -2.64346)
H (5.21729, 3.78757, -4.69458)
H (6.80160, 3.11956, -5.09671)
H (5.54385, 3.02321, -6.21343)
H (6.76771, 0.43749, -5.94063)
H (7.25018, 1.03726, -4.36221)
H (6.30182, -0.52176, -4.48234)
H (3.35680, 3.50810, -5.65404)
H (1.64092, 3.25010, -5.48646)
H (2.61538, 2.78746, -6.96209)
H (4.82110, -0.06332, -7.08348)
C (-2.76201, 9.16052, -0.83192)
C (-3.04830, 8.09473, 0.31749)
C (-2.82259, 6.68066, -0.34513)
C (-1.39151, 6.15967, -0.34435)
C (-0.79434, 6.29156, 0.99231)
C (-0.72848, 7.70149, 1.51223)
N (-2.08810, 8.21875, 1.46687)
O (-2.16739, 9.38549, 2.18335)
C (-0.22486, 7.47389, 2.95146)
C (0.34430, 8.60227, 0.78804)
C (-4.51176, 8.08521, 0.75821)
H (-2.37629, 10.06873, -0.36882)
H (-3.63895, 9.30245, -1.46353)
H (-1.92137, 8.86946, -1.46175)
H (-3.43365, 5.82615, -0.05445)
H (-3.07462, 6.78800, -1.40015)
H (-0.80704, 6.71083, -1.08104)
H (-1.35473, 5.15665, -0.76943)
H (0.17456, 5.79998, 0.90460)
H (-1.27095, 5.60291, 1.68995)
H (-0.58970, 8.35193, 3.48439)
H (-0.80224, 6.72549, 3.49426)
H (0.82957, 7.19802, 2.93850)
H (0.40654, 9.58582, 1.25370)
H (1.31077, 8.18062, 1.06420)
H (0.12091, 8.71676, -0.27266)
H (-4.73718, 8.95282, 1.37832)
H (-4.65663, 7.19867, 1.37558)
H (-5.31661, 7.91384, 0.04341)
H (-2.32159, 10.00899, 1.46986)
C (2.03829, -8.16010, 4.92021)
C (1.83278, -6.62896, 4.91538)
C (1.49177, -6.24630, 3.47860)
C (1.09809, -4.77211, 3.54654)
C (-0.06526, -4.54578, 4.45530)
C (0.14110, -5.03992, 5.98895)
N (0.82671, -6.31561, 5.96402)
O (1.13484, -6.80971, 7.22156)
C (0.88859, -3.89164, 6.74151)
C (-1.27903, -5.06949, 6.59925)
C (3.22010, -6.03742, 5.24241)
H (1.12200, -8.69017, 4.66034)
H (2.45552, -8.52197, 5.85994)
H (2.78001, -8.42380, 4.16628)
H (2.25579, -6.33765, 2.70657)
H (0.56053, -6.70155, 3.14148)
H (1.04186, -4.19745, 2.62204)
H (1.87808, -4.10757, 3.91815)
H (-0.93867, -4.95984, 3.95150)
H (-0.19198, -3.46368, 4.42227)
H (1.35579, -3.17656, 6.06440)
H (0.31830, -3.33209, 7.48297)
H (1.67089, -4.34312, 7.35165)
H (-2.07179, -5.42608, 5.94162)
H (-1.16905, -5.66811, 7.50349)
H (-1.57894, -4.09864, 6.99370)
H (2.96984, -5.04487, 5.61700)
H (3.90254, -6.02990, 4.39251)
H (3.83779, -6.54770, 5.98144)
H (0.27997, -7.24039, 7.29441)
C (3.79744, -5.44355, 0.14659)
C (3.68243, -4.06064, -0.49732)
C (4.98481, -3.85644, -1.42899)
C (4.63723, -2.80636, -2.48222)
C (3.40344, -3.22604, -3.36491)
C (2.17560, -3.29573, -2.49289)
N (2.40274, -4.08954, -1.28056)
O (1.29443, -4.17971, -0.49652)
C (1.70023, -1.85221, -2.37559)
C (1.17758, -3.99513, -3.37525)
C (3.76716, -2.97206, 0.65876)
H (2.91993, -5.70015, 0.74008)
H (3.70400, -6.26384, -0.56511)
H (4.66451, -5.45056, 0.80707)
H (5.83349, -3.51660, -0.83538)
H (5.35771, -4.76990, -1.89228)
H (4.61002, -1.83459, -1.98926)
H (5.48778, -2.70526, -3.15634)
H (3.63030, -4.20542, -3.78617)
H (3.37180, -2.43058, -4.10946)
H (1.26853, -1.48253, -3.30568)
H (2.51405, -1.25514, -1.96410)
H (0.81338, -1.71438, -1.75704)
H (1.64238, -4.89032, -3.78841)
H (0.89011, -3.40760, -4.24718)
H (0.26598, -4.29362, -2.85757)
H (3.56393, -1.93809, 0.37998)
H (3.24495, -3.20257, 1.58734)
H (4.75773, -2.90321, 1.10831)
H (1.24687, -3.30406, -0.10590)
C (-6.60870, -2.40675, -0.01421)
C (-6.39675, -0.98850, 0.54777)
C (-7.47196, -0.64359, 1.65712)
C (-7.03810, 0.58475, 2.38057)
C (-5.62974, 0.46927, 2.94101)
C (-4.54785, 0.16450, 1.94204)
N (-4.98799, -0.85957, 0.95763)
O (-4.06966, -1.19643, -0.00246)
C (-4.23951, 1.59339, 1.35167)
C (-3.26572, -0.24568, 2.79473)
C (-6.73165, -0.11055, -0.73085)
H (-6.21477, -2.52249, -1.02392)
H (-7.65607, -2.70784, -0.03558)
H (-6.03942, -3.15469, 0.53769)
H (-8.33913, -0.61348, 0.99742)
H (-7.94903, -1.32481, 2.36171)
H (-7.70547, 0.79576, 3.21614)
H (-7.00560, 1.51898, 1.81998)
H (-5.54181, -0.12465, 3.85074)
H (-5.38752, 1.40437, 3.44602)
H (-4.00181, 2.37899, 2.06891)
H (-3.36222, 1.53545, 0.70738)
H (-5.11866, 1.85724, 0.76380)
H (-2.72763, 0.54045, 3.32441)
H (-3.42475, -1.15830, 3.36914)
H (-2.46566, -0.62164, 2.15702)
H (-6.68018, 0.94521, -0.46471)
H (-7.77307, -0.16017, -1.04879)
H (-6.22222, -0.45273, -1.63169)
H (-3.81055, -2.09752, 0.20372)
C (-3.38873, -1.43543, -4.39645)
C (-2.25236, -1.58318, -3.33707)
O (-1.51601, -0.33495, -3.50896)
H (-3.80533, -2.43661, -4.50679)
H (-2.98490, -1.21965, -5.38562)
H (-4.09188, -0.60853, -4.29693)
H (-1.55241, -2.40162, -3.50537)
H (-2.61635, -1.61837, -2.31025)
H (-1.27547, 0.08176, -2.67825)

* multiplicity: 1
* SMILES: CC1(C)CCCC(C)(C)N1O.CC1(C)CCCC(C)(C)N1O.CC1(C)CCCC(C)(C)N1O.CC1(C)CCCC(C)(C)N1O.CC1(C)CCCC(C)(C)N1O.COC[C@H](C)N.CCO

---

ORCA calculation (ωB97M-V/def2-TZVPD) on 10 unconnected molecules or ions with the total composition C51H125N7O15 in a non-equilibrium geometry.

Positions of all 198 atoms, in Å:
C (-2.14742, -30.19079, 19.50131)
O (-3.50907, -30.31430, 19.61678)
C (-3.91119, -30.30303, 20.99718)
C (-5.28975, -31.08470, 21.15119)
N (-6.32271, -30.71710, 20.15754)
C (-7.48049, -29.98902, 20.68037)
C (-8.51936, -29.53933, 19.64975)
O (-7.99282, -28.73435, 18.55698)
C (-8.90305, -28.34460, 17.50780)
H (-1.74748, -29.22246, 19.80213)
H (-1.90999, -30.35631, 18.45044)
H (-1.59754, -30.98781, 20.00180)
H (-4.01489, -29.30260, 21.41728)
H (-3.18150, -30.87192, 21.57340)
H (-5.68008, -30.92278, 22.15595)
H (-5.23146, -32.17156, 21.09257)
H (-5.92804, -30.23515, 19.36253)
H (-7.09630, -29.10023, 21.18094)
H (-8.05158, -30.57378, 21.40148)
H (-9.29106, -28.98598, 20.18491)
H (-8.99141, -30.38301, 19.14631)
H (-9.83140, -28.09723, 18.02265)
H (-9.14347, -29.18286, 16.85388)
H (-8.38923, -27.49722, 17.05388)
C (-0.82418, -27.80523, 4.87945)
O (-1.70065, -26.69714, 4.90579)
C (-3.09738, -26.99343, 5.12465)
C (-3.46248, -26.94589, 6.59204)
N (-3.20739, -25.65075, 7.12974)
C (-3.03932, -25.70270, 8.62218)
C (-4.43380, -26.02550, 9.31029)
O (-4.30037, -26.22764, 10.66852)
C (-5.61197, -26.22987, 11.20195)
H (0.22421, -27.58036, 4.68338)
H (-1.05695, -28.57463, 4.14329)
H (-0.77129, -28.25291, 5.87186)
H (-3.38640, -27.92656, 4.64108)
H (-3.66218, -26.18486, 4.66062)
H (-2.85540, -27.77782, 6.94900)
H (-4.53138, -27.15430, 6.63813)
H (-2.31717, -25.41493, 6.71500)
H (-2.80427, -24.75318, 9.10308)
H (-2.36925, -26.47945, 8.99064)
H (-4.87057, -26.94981, 8.93215)
H (-5.01333, -25.12131, 9.12397)
H (-5.99113, -25.23942, 11.45364)
H (-5.49273, -26.78311, 12.13352)
H (-6.24156, -26.80154, 10.52011)
C (-6.95756, -21.05695, 16.37524)
O (-7.12387, -21.71081, 15.17839)
C (-5.98333, -21.75508, 14.36776)
C (-6.11947, -22.59009, 13.05413)
N (-6.80331, -21.64904, 12.16332)
C (-7.00140, -22.29147, 10.87059)
C (-8.11797, -21.57618, 10.03962)
O (-9.47249, -22.01125, 10.36695)
C (-10.47044, -21.76531, 9.36507)
H (-6.13388, -21.43564, 16.98041)
H (-7.76598, -21.28881, 17.06864)
H (-6.84156, -19.97950, 16.25799)
H (-5.17666, -22.20948, 14.94302)
H (-5.77009, -20.70514, 14.16711)
H (-6.72503, -23.47304, 13.25860)
H (-5.09160, -22.70976, 12.71171)
H (-7.66657, -21.31423, 12.56680)
H (-7.28773, -23.34224, 10.91522)
H (-5.99644, -22.21464, 10.45557)
H (-7.89413, -21.77406, 8.99135)
H (-8.11969, -20.50939, 10.26333)
H (-10.42015, -22.41833, 8.49379)
H (-10.41427, -20.76671, 8.93179)
H (-11.49104, -21.88080, 9.72993)
C (-10.67219, -19.46925, 18.50022)
O (-9.34152, -20.04935, 18.53843)
C (-8.97695, -20.46837, 19.84592)
C (-7.61333, -21.15725, 19.84745)
N (-7.61059, -22.58144, 19.47948)
C (-6.36741, -23.31681, 19.55766)
C (-5.82601, -23.30683, 21.00578)
O (-4.93233, -24.34101, 21.44640)
C (-3.62691, -24.44012, 20.76977)
H (-11.43428, -20.11151, 18.94162)
H (-10.96453, -19.13084, 17.50618)
H (-10.74405, -18.57731, 19.12263)
H (-9.66646, -21.13619, 20.36234)
H (-8.98307, -19.64417, 20.55919)
H (-7.26923, -21.26466, 20.87611)
H (-6.88376, -20.61633, 19.24476)
H (-8.15556, -22.80253, 18.65837)
H (-5.58140, -23.01200, 18.86674)
H (-6.56773, -24.36795, 19.35009)
H (-6.67352, -23.38477, 21.68678)
H (-5.29614, -22.37649, 21.21026)
H (-3.23303, -25.43495, 20.97780)
H (-3.03551, -23.66300, 21.25393)
H (-3.63202, -24.22628, 19.70096)
C (-3.14631, -31.01026, 6.03483)
O (-3.58607, -30.21300, 7.09311)
C (-2.75121, -30.47721, 8.21620)
C (-2.94978, -29.54084, 9.41350)
N (-3.53413, -30.25134, 10.54452)
C (-3.70048, -29.31555, 11.67003)
C (-3.98371, -30.02911, 13.04171)
O (-2.72344, -30.45628, 13.51180)
C (-2.76340, -31.22150, 14.71766)
H (-3.90354, -30.96834, 5.25192)
H (-3.01447, -32.04856, 6.33921)
H (-2.20916, -30.67171, 5.59297)
H (-1.68271, -30.50879, 8.00307)
H (-2.95515, -31.51223, 8.49048)
H (-3.58479, -28.73165, 9.05285)
H (-1.94113, -29.19654, 9.64197)
H (-2.89291, -31.00224, 10.75688)
H (-4.60377, -28.72476, 11.51793)
H (-2.90095, -28.57484, 11.68375)
H (-4.73122, -30.81092, 12.90709)
H (-4.36123, -29.26435, 13.72049)
H (-1.79206, -31.49837, 15.12745)
H (-3.29887, -32.15726, 14.55719)
H (-3.26258, -30.65901, 15.50666)
C (2.00614, -24.78798, 22.84530)
C (1.40823, -26.08249, 22.39962)
C (0.54572, -25.75041, 21.15658)
C (1.27761, -25.52423, 19.82848)
C (2.17059, -26.72369, 19.53939)
C (3.16507, -27.12058, 20.71997)
N (2.39634, -27.10043, 21.98558)
O (3.08114, -27.54403, 23.10174)
C (3.74664, -28.59411, 20.48157)
C (4.34906, -26.07581, 20.71164)
C (0.51518, -26.75508, 23.47437)
H (1.32056, -24.09560, 23.33386)
H (2.46299, -24.25932, 22.00870)
H (2.74975, -24.97703, 23.61951)
H (-0.30533, -26.42337, 21.05185)
H (0.05916, -24.79746, 21.36448)
H (1.84336, -24.59258, 19.82136)
H (0.54910, -25.44123, 19.02195)
H (2.61798, -26.57644, 18.55641)
H (1.42517, -27.50234, 19.37766)
H (4.14886, -28.57538, 19.46868)
H (4.57528, -28.87366, 21.13221)
H (2.99722, -29.38437, 20.52564)
H (5.05472, -26.32067, 19.91779)
H (4.13487, -25.01559, 20.57689)
H (4.84825, -26.12099, 21.67956)
H (-0.25660, -26.12182, 23.91193)
H (0.93329, -27.19271, 24.38088)
H (0.01297, -27.65072, 23.10869)
H (2.47849, -28.20662, 23.44728)
C (-2.41854, -26.36100, 13.28250)
C (-2.35323, -25.88449, 14.70539)
C (-3.12723, -24.57731, 14.86496)
C (-3.57920, -24.21976, 16.27919)
C (-4.38475, -25.40174, 16.91606)
C (-3.49466, -26.73404, 16.92925)
N (-2.97445, -26.95007, 15.48723)
O (-2.20520, -28.12432, 15.40863)
C (-2.40705, -26.78363, 18.00560)
C (-4.55836, -27.77158, 17.16879)
C (-0.87431, -25.62010, 15.14535)
H (-1.87196, -27.29569, 13.15717)
H (-2.03200, -25.69163, 12.51398)
H (-3.43058, -26.65040, 12.99944)
H (-2.50261, -23.73283, 14.57377)
H (-3.83672, -24.54344, 14.03818)
H (-4.14483, -23.29017, 16.34250)
H (-2.82146, -23.95083, 17.01514)
H (-5.27847, -25.48272, 16.29736)
H (-4.69645, -25.14490, 17.92848)
H (-1.73959, -27.63650, 17.88223)
H (-1.67118, -25.97958, 17.99508)
H (-2.90187, -26.71861, 18.97462)
H (-5.29210, -27.86831, 16.36856)
H (-4.07479, -28.73784, 17.31237)
H (-5.14443, -27.62626, 18.07627)
H (-0.34307, -25.33292, 14.23793)
H (-0.45844, -26.49078, 15.65237)
H (-0.87217, -24.82330, 15.88913)
H (-2.87750, -28.70338, 15.04218)
C (2.10806, -27.44918, 15.35094)
O (3.40175, -28.00215, 15.45173)
H (2.12784, -26.53730, 14.75412)
H (1.37315, -28.04322, 14.80769)
H (1.73953, -27.22940, 16.35293)
H (3.39307, -28.60849, 16.19595)
C (-1.37715, -20.96223, 16.78082)
O (-1.59902, -20.98682, 18.14466)
H (-0.30392, -21.00369, 16.59492)
H (-1.71878, -21.78953, 16.15875)
H (-1.86830, -20.03785, 16.47686)
H (-0.69392, -20.99422, 18.46456)
C (1.61280, -25.79320, 11.52429)
O (2.65749, -25.08686, 10.91254)
H (0.95160, -26.35954, 10.86842)
H (2.21678, -26.42519, 12.17536)
H (0.93597, -25.16899, 12.10771)
H (2.32008, -24.87599, 10.03887)

* multiplicity: 1
* SMILES: CC1(C)CCCC(C)(C)N1O.CC1(C)CCCC(C)(C)N1O.COCCNCCOC.COCCNCCOC.COCCNCCOC.COCCNCCOC.COCCNCCOC.CO.CO.CO

---

These records have energy above the lowest of the compared OMol25 structures with the same formula, charge and spin values of 208.8, 547.9 kJ/mol, in the order they appear.
These records have highest occupied orbital energy values of -8.05, -8.07 eV, in the order they appear.
These records have orbital gap values of 8.40, 8.50 eV, in the order they appear.